(1)
The ion CH4NO3S2 with charge -1 at a distorted geometry, computed with ωB97M-V/def2-TZVPD.

Structure (XYZ):
```
11
CH4NO3S2, DFT ωB97M-V/def2-TZVPD
C -1.7764 -0.0641 -0.1896
N -0.4972 -0.8393 -0.4226
S 0.8556 -0.0773 -1.2462
S 2.0218 0.5345 0.6156
O 3.1628 -0.3905 0.5407
O 2.3238 1.8954 0.2263
O 1.1046 0.3570 1.7234
H -2.3493 0.1443 -1.1526
H -2.3992 -0.6921 0.3903
H -1.6089 0.8128 0.3669
H -0.8377 -1.6808 -0.8523
```

As for the relative energy (zero: lowest compared OMol25 entry of this formula, charge and spin): 0.000 eV. The molecular weight is 142.18 Da. The structure (SMILES) is CNSS(=O)(=O)[O-]. As for the HOMO-LUMO gap: 7.81 eV. For the total energy, the calculation gives -30405.9973 eV. Its total charge is -1.

(2)
The molecule CH4NOP at a distorted geometry, computed with ωB97M-V/def2-TZVPD.

Structure (XYZ):
```
8
CH4NOP, DFT ωB97M-V/def2-TZVPD
N 0.1749 -1.3041 -0.0057
C -0.3272 -0.1643 0.5239
O -1.2952 -0.0071 1.2294
P 0.6288 1.4887 0.1161
H -0.2186 -2.2672 0.1448
H 0.9195 -1.1840 -0.5961
H 0.7180 1.4811 -1.3191
H -0.6003 1.9569 -0.0934
```

As for the relative energy (zero: lowest compared OMol25 entry of this formula, charge and spin): 0.996 eV. The molecular weight is 77.02 Da. The structure (SMILES) is NC(=O)P. As for the HOMO-LUMO gap: 10.27 eV. For the total energy, the calculation gives -13927.5369 eV. Its total charge is 0.

(3)
A cluster of 2 separate species, CH4NOP in total at a distorted geometry, computed with ωB97M-V/def2-TZVPD.

Structure (XYZ):
```
8
CH4NOP, DFT ωB97M-V/def2-TZVPD
C -0.8257 0.6032 -0.9849
N -0.9992 0.8691 0.2433
O 1.8051 -1.4544 0.6740
P -1.3628 0.8781 1.7204
H -0.4252 1.3872 -1.5859
H 1.5794 -0.8896 -0.0093
H -1.0230 -0.3626 -1.4095
H 1.2515 -1.0310 1.3519
```

As for the relative energy (zero: lowest compared OMol25 entry of this formula, charge and spin): 2.576 eV. The molecular weight is 77.02 Da. As for the HOMO-LUMO gap: 7.05 eV. For the total energy, the calculation gives -13925.9578 eV. Its total charge is 0.

(4)
The molecule CH4NOP at a distorted geometry, computed with ωB97M-V/def2-TZVPD.

Structure (XYZ):
```
8
CH4NOP, DFT ωB97M-V/def2-TZVPD
H -0.7146 -0.1373 2.7379
N -1.0501 0.2891 1.8108
C -0.0599 0.1495 0.6889
P -0.6522 0.4623 -1.0075
O 0.5974 -0.1861 -1.8798
H 1.0786 -0.2000 0.8064
H -0.0237 1.7004 -0.8731
H 0.3277 -0.9475 -2.4342
```

As for the relative energy (zero: lowest compared OMol25 entry of this formula, charge and spin): 2.784 eV. The molecular weight is 77.02 Da. The structure (SMILES) is [H]/N=C/PO. As for the HOMO-LUMO gap (spin up / spin down): 9.73 / 9.73 eV. For the total energy, the calculation gives -13925.7496 eV. Its total charge is 0.

(5)
The ion CH4NOS2 with charge +1 at a distorted geometry, computed with ωB97M-V/def2-TZVPD.

Structure (XYZ):
```
9
CH4NOS2, DFT ωB97M-V/def2-TZVPD
N 0.0655 0.0473 -0.6702
C -1.0819 0.0878 0.4654
O -0.5738 0.2718 1.6962
S -2.2371 -1.1931 -0.1204
S -2.4930 0.8928 -0.2268
H -0.0915 -0.8020 -1.1665
H 0.9759 -0.1102 -0.2552
H 0.1740 0.9444 -1.1970
H -0.9744 -0.1276 2.4190
```

As for the relative energy (zero: lowest compared OMol25 entry of this formula, charge and spin): 1.073 eV. The molecular weight is 110.18 Da. The structure (SMILES) is [NH3+]C1(O)SS1. As for the HOMO-LUMO gap: 8.65 eV. For the total energy, the calculation gives -26301.4968 eV. Its total charge is +1.

(6)
The molecule CH4NP at a distorted geometry, computed with ωB97M-V/def2-TZVPD.

Structure (XYZ):
```
7
CH4NP, DFT ωB97M-V/def2-TZVPD
C 0.5898 -0.2463 0.6210
N -0.2951 -0.2291 -0.5461
P -1.2270 1.0171 -0.8560
H 0.1611 -0.8285 1.4478
H 0.8259 0.7808 1.1200
H 1.5139 -0.7569 0.1412
H -1.5686 0.2629 -1.9278
```

As for the relative energy (zero: lowest compared OMol25 entry of this formula, charge and spin): 0.443 eV. The molecular weight is 61.02 Da. As for the HOMO-LUMO gap (spin up / spin down): 7.90 / 7.80 eV. The spin multiplicity is 3. For the total energy, the calculation gives -11876.4612 eV. Its total charge is 0. Its expectation value of S² is 2.011.

(7)
A structure of composition CH4Na7O5 at a distorted geometry, computed with ωB97M-V/def2-TZVPD.

Structure (XYZ):
```
17
CH4Na7O5, DFT ωB97M-V/def2-TZVPD
Na -2.6144 1.3234 -2.0205
Na -3.0273 1.2230 1.9590
Na -0.8239 3.3353 0.3317
Na 0.8342 2.5456 3.6124
Na 2.6514 2.6641 -0.1019
Na 2.0647 -0.5756 2.3672
Na -1.9237 -2.0659 0.3889
C -0.0012 0.4822 0.6320
O -1.1607 0.7852 0.0502
O 0.5151 1.3981 1.4834
O 0.5782 -0.5994 0.4804
O 1.4054 -3.0843 -0.7778
H 1.1373 -2.2884 -0.3182
H 0.6176 -3.6191 -0.9164
O -0.3635 -0.7119 -2.5605
H -0.4605 -0.1227 -1.8101
H 0.5712 -0.6895 -2.7999
```

As for the relative energy (zero: lowest compared OMol25 entry of this formula, charge and spin): 3.083 eV. The molecular weight is 256.97 Da. As for the HOMO-LUMO gap: 5.86 eV. For the total energy, the calculation gives -42202.1117 eV. Its total charge is +5.

(8)
A cluster of 2 separate species, CH4O in total at a distorted geometry, computed with ωB97M-V/def2-TZVPD.

Structure (XYZ):
```
6
CH4O, DFT ωB97M-V/def2-TZVPD
H -0.5534 0.3002 1.3521
C -0.0749 0.0409 0.1812
H -0.6164 -0.9191 0.1148
H 0.9698 0.0627 0.5459
H -0.5271 0.9458 -0.2607
O 0.8020 -0.4305 -1.9334
```

As for the relative energy (zero: lowest compared OMol25 entry of this formula, charge and spin): 1.267 eV. The molecular weight is 32.04 Da. As for the HOMO-LUMO gap (spin up / spin down): 7.28 / 6.37 eV. The spin multiplicity is 2. For the total energy, the calculation gives -3145.1758 eV. Its total charge is -1. Its expectation value of S² is 0.758.

(9)
A cluster of 2 separate species, CH4O2 in total at a distorted geometry, computed with ωB97M-V/def2-TZVPD.

Structure (XYZ):
```
7
CH4O2, DFT ωB97M-V/def2-TZVPD
C 0.6547 1.3105 1.7473
O 0.9700 0.9105 0.6276
H -0.2613 1.9415 1.8383
H 1.0645 0.8792 2.6916
O -0.8071 -1.8971 -2.6393
H -1.3290 -2.0627 -1.8217
H -0.2918 -1.0820 -2.4438
```

As for the relative energy (zero: lowest compared OMol25 entry of this formula, charge and spin): 0.330 eV. The molecular weight is 48.04 Da. The structure (SMILES) is C=O.O. As for the HOMO-LUMO gap: 10.96 eV. For the total energy, the calculation gives -5195.6939 eV. Its total charge is 0.

(10)
A cluster of 2 separate species, CH4O2P2 in total at a distorted geometry, computed with ωB97M-V/def2-TZVPD.

Structure (XYZ):
```
9
CH4O2P2, DFT ωB97M-V/def2-TZVPD
C 0.6801 0.4141 -0.5710
O -3.6131 -0.3047 0.7534
O -1.2427 -0.1063 0.4878
P -2.6006 0.5667 0.1330
P 1.3243 -0.6800 0.6596
H 0.2115 -0.0223 -1.4143
H 0.5105 1.5391 -0.6272
H 2.6543 0.0247 0.7615
H 2.0757 -1.4312 -0.1828
```

As for the relative energy (zero: lowest compared OMol25 entry of this formula, charge and spin): 3.754 eV. The molecular weight is 109.99 Da. As for the HOMO-LUMO gap (spin up / spin down): 7.19 / 7.19 eV. For the total energy, the calculation gives -23771.4058 eV. Its total charge is 0.